# 1
{"formula": "C26H30N2O3S", "method": "ωB97M-V with the def2-TZVPD basis set", "total_energy_ev": -47408.11317, "e_above_lowest_kj_mol": 3.5, "symbols": ["C", "C", "C", "C", "C", "C", "C", "H", "H", "C", "H", "H", "H", "N", "C", "O", "C", "C", "C", "C", "C", "S", "H", "H", "H", "H", "H", "C", "C", "C", "C", "C", "O", "C", "H", "H", "H", "H", "H", "H", "C", "O", "N", "H", "C", "H", "C", "C", "H", "C", "H", "H", "C", "H", "H", "H", "H", "H", "H", "H", "H", "H"], "positions_angstrom": [[2.57659, 3.02808, -1.13589], [2.68597, 1.60645, -0.68272], [1.54050, 0.89611, -0.35331], [1.61621, -0.41942, 0.07341], [2.84492, -1.07385, 0.17181], [3.98501, -0.35272, -0.15636], [3.91069, 0.96322, -0.57451], [4.81788, 1.49312, -0.82730], [4.94730, -0.84030, -0.09026], [2.94969, -2.51169, 0.58305], [3.79496, -2.65630, 1.25329], [3.10901, -3.13493, -0.29739], [2.04380, -2.85398, 1.07700], [0.40195, -1.11285, 0.35331], [-0.14000, -1.22189, 1.57942], [-1.23242, -1.73940, 1.76581], [0.65402, -0.62394, 2.73684], [0.02743, 0.68353, 3.09148], [-1.08799, 0.89425, 3.84063], [-1.43249, 2.26054, 3.95074], [-0.57667, 3.06916, 3.27936], [0.67069, 2.17928, 2.49318], [-0.59306, 4.13702, 3.19065], [-2.27800, 2.61919, 4.50945], [-1.64384, 0.09635, 4.29896], [1.70255, -0.49245, 2.47674], [0.56056, -1.30830, 3.58307], [-0.33610, -1.63873, -0.80566], [0.58682, -2.13455, -1.86225], [0.80327, -3.39933, -2.32632], [1.79239, -3.28403, -3.33303], [2.10494, -1.95799, -3.41043], [1.37461, -1.26164, -2.52165], [3.07113, -1.21140, -4.25768], [2.54258, -0.50080, -4.89148], [3.76232, -0.65019, -3.62983], [3.62831, -1.90299, -4.88220], [2.20944, -4.07891, -3.91699], [0.32125, -4.29622, -1.99396], [-0.94225, -2.47673, -0.44177], [-1.28907, -0.53070, -1.32977], [-1.13621, 0.04350, -2.38461], [-2.28298, -0.29087, -0.46128], [-2.31431, -0.81320, 0.40745], [-3.23593, 0.78689, -0.61564], [-3.05401, 1.21091, -1.60597], [-3.05296, 1.82486, 0.50291], [-3.97688, 1.32927, 1.60943], [-4.18858, 2.09576, 2.35309], [-5.22208, 0.89796, 0.83822], [-5.84319, 0.20596, 1.40435], [-5.82384, 1.77604, 0.59876], [-4.67806, 0.26468, -0.45006], [-5.29246, 0.52064, -1.31135], [-4.65694, -0.82207, -0.36807], [-3.52664, 0.47358, 2.11463], [-2.01287, 1.89856, 0.81803], [-3.37908, 2.80511, 0.15361], [0.57264, 1.36394, -0.45105], [3.54009, 3.41104, -1.46199], [1.86768, 3.10594, -1.95799], [2.21165, 3.65145, -0.31993]], "forces_ev_per_angstrom": [[0.0, 0.0, 0.0], [0.0, -0.1, 0.0], [0.2, -0.2, 0.0], [0.5, 0.3, 0.2], [-0.1, 0.0, 0.0], [-0.1, -0.1, 0.0], [-0.1, 0.0, 0.0], [0.1, 0.1, 0.0], [0.1, 0.0, 0.0], [0.0, 0.0, 0.0], [0.0, 0.0, 0.1], [0.0, -0.1, 0.0], [0.0, -0.1, 0.0], [0.0, -0.1, -0.3], [0.3, 0.0, 0.4], [-0.2, -0.2, 0.2], [-0.2, -0.2, -0.1], [0.2, 0.4, 0.0], [0.2, -0.1, -0.1], [0.0, 0.2, 0.0], [0.3, -0.1, -0.2], [-0.5, -0.1, 0.4], [-0.1, 0.2, 0.0], [-0.2, 0.1, 0.1], [-0.1, -0.2, 0.1], [0.0, -0.1, 0.1], [0.0, 0.0, -0.1], [-0.1, 0.2, -0.3], [-0.4, -0.9, 0.1], [-0.2, 0.6, 0.3], [0.2, 0.5, -0.1], [0.3, -0.7, -0.4], [0.1, 0.3, -0.2], [-0.3, 0.1, 0.2], [0.0, 0.1, -0.1], [0.1, 0.0, 0.0], [0.0, 0.0, 0.0], [0.1, -0.1, -0.2], [-0.2, -0.1, 0.1], [0.2, 0.1, -0.1], [0.0, -0.5, 0.3], [0.1, 0.2, -0.4], [-0.3, 0.0, 0.3], [0.2, -0.1, -0.1], [0.1, 0.2, -0.3], [0.0, -0.1, 0.2], [0.0, -0.1, 0.0], [-0.1, 0.2, -0.1], [0.0, 0.0, 0.1], [0.0, -0.1, 0.1], [-0.1, 0.0, 0.0], [-0.1, 0.0, 0.0], [-0.1, 0.0, 0.0], [0.0, -0.1, -0.1], [0.0, 0.0, -0.1], [0.1, -0.1, 0.1], [0.1, 0.1, 0.0], [0.0, 0.1, 0.0], [-0.1, 0.0, 0.0], [0.0, 0.1, 0.0], [0.0, 0.1, -0.1], [0.0, 0.1, 0.0]]}



# 2
{"formula": "C26H30N2O7S", "method": "ωB97M-V with the def2-TZVPD basis set", "total_energy_ev": -55596.38545, "e_above_lowest_kj_mol": 2.8, "symbols": ["C", "H", "O", "C", "C", "H", "H", "C", "N", "C", "O", "C", "O", "C", "C", "O", "H", "C", "C", "C", "C", "C", "C", "H", "H", "S", "O", "O", "N", "C", "C", "C", "C", "C", "H", "H", "H", "H", "H", "H", "H", "H", "H", "H", "H", "H", "C", "C", "C", "C", "C", "C", "C", "H", "H", "O", "H", "H", "H", "H", "H", "H", "H", "H", "H", "H"], "positions_angstrom": [[5.95623, 4.04891, 0.59849], [4.88783, 3.81970, 0.65259], [6.63790, 3.20454, -0.30693], [6.78814, 1.87725, 0.12672], [5.46893, 1.10892, 0.27106], [4.88421, 1.54049, 1.08443], [5.68664, 0.06888, 0.51822], [4.64700, 1.20222, -1.01767], [3.27038, 0.81966, -0.82150], [2.38024, 1.61521, -0.19165], [2.60900, 2.71956, 0.25439], [1.04982, 0.86290, -0.16314], [0.01206, 1.28503, 0.29645], [1.31163, -0.41325, -0.81779], [0.41316, -1.36053, -1.16763], [0.82276, -2.40052, -1.92474], [0.08698, -3.00468, -2.09475], [-1.01111, -1.30718, -0.79815], [-1.39678, -1.12054, 0.52703], [-2.74040, -1.08466, 0.85277], [-3.68759, -1.22828, -0.14284], [-3.32193, -1.42764, -1.45968], [-1.98004, -1.47964, -1.78812], [-1.68151, -1.61552, -2.81874], [-4.09351, -1.54510, -2.20302], [-5.43688, -1.14414, 0.24393], [-5.58108, -1.10908, 1.67357], [-6.11105, -2.18626, -0.47458], [-5.80973, 0.30445, -0.50224], [-7.16159, 0.41634, -1.01313], [-8.15829, 0.76131, 0.09185], [-7.72254, 2.04513, 0.79503], [-6.30947, 1.87100, 1.34733], [-5.35609, 1.47644, 0.21950], [-4.36220, 1.25238, 0.61133], [-5.26655, 2.29269, -0.50572], [-5.95984, 2.79456, 1.81116], [-6.30559, 1.07871, 2.09690], [-8.41380, 2.28336, 1.60514], [-7.73858, 2.87398, 0.08174], [-8.17722, -0.06091, 0.81023], [-9.15613, 0.87403, -0.33519], [-7.40181, -0.54477, -1.46862], [-7.16080, 1.19245, -1.78607], [-3.07237, -0.94947, 1.87005], [-0.64609, -1.01285, 1.29248], [2.77598, -0.49468, -1.17060], [3.46611, -1.58088, -0.37482], [4.19273, -2.58279, -1.00213], [4.82584, -3.56250, -0.26372], [4.74111, -3.55174, 1.12538], [4.01288, -2.54998, 1.75907], [3.38098, -1.57572, 1.01143], [2.82040, -0.79810, 1.51038], [3.94270, -2.53609, 2.83862], [5.37973, -4.52985, 1.81611], [5.24257, -4.41100, 2.76390], [5.39264, -4.34500, -0.74178], [4.26063, -2.60112, -2.07956], [2.92126, -0.68358, -2.24273], [4.65950, 2.24348, -1.35486], [5.07736, 0.57006, -1.79669], [7.32474, 1.84903, 1.08857], [7.41222, 1.40390, -0.63648], [6.39417, 3.98087, 1.60130], [6.08409, 5.06061, 0.21816]], "forces_ev_per_angstrom": [[0.0, 0.0, 0.0], [0.0, 0.0, 0.0], [0.0, 0.1, -0.2], [-0.1, -0.3, 0.1], [0.2, 0.3, -0.2], [0.0, -0.1, 0.0], [0.0, 0.0, 0.1], [0.2, 0.3, 0.3], [-0.3, -0.1, -0.1], [0.3, 0.5, 0.0], [-0.1, 0.1, 0.1], [-0.8, -0.2, 0.1], [0.5, 0.2, 0.0], [-0.1, -0.5, -0.4], [0.3, 0.5, 0.2], [0.0, 0.1, 0.0], [0.0, 0.1, 0.1], [-0.3, -0.2, 0.1], [0.0, -0.1, -0.2], [-0.1, 0.0, 0.1], [-0.4, 0.1, 0.2], [0.0, -0.1, -0.1], [0.0, 0.1, 0.1], [0.0, 0.0, -0.1], [0.0, 0.0, -0.2], [0.4, 0.1, -0.4], [0.2, 0.2, 0.0], [0.0, 0.1, -0.2], [0.3, -1.0, 0.3], [-0.7, -0.4, -0.1], [0.1, 0.2, -0.2], [0.0, -0.2, 0.2], [0.0, 0.1, -0.2], [0.3, 0.3, 0.5], [0.1, 0.2, 0.0], [0.1, -0.1, 0.0], [0.0, 0.0, 0.0], [0.0, 0.1, 0.1], [0.0, 0.1, 0.0], [-0.1, 0.1, 0.0], [-0.1, 0.0, 0.0], [0.0, -0.1, 0.0], [-0.1, 0.2, -0.1], [0.1, -0.1, 0.0], [0.0, 0.0, 0.1], [0.1, 0.0, 0.1], [-0.1, -0.4, -0.1], [0.1, -0.1, -0.1], [-0.1, 0.2, 0.2], [0.2, -0.2, 0.3], [-0.2, 0.3, -0.2], [0.0, 0.0, 0.1], [0.1, -0.1, -0.2], [0.0, 0.1, 0.1], [0.0, 0.0, 0.1], [0.1, -0.2, 0.1], [0.0, 0.0, -0.1], [0.1, -0.1, -0.1], [0.0, 0.0, -0.1], [0.0, 0.0, 0.1], [0.0, -0.2, -0.1], [0.0, 0.0, 0.0], [0.0, 0.0, -0.1], [0.0, 0.0, 0.1], [0.0, 0.0, 0.0], [0.0, 0.0, 0.1]]}



# 3
{"formula": "C26H30N4O", "method": "ωB97M-V with the def2-TZVPD basis set", "total_energy_ev": -35456.82766, "e_above_lowest_kj_mol": 221.5, "symbols": ["O", "C", "N", "C", "C", "C", "N", "N", "C", "C", "H", "H", "C", "N", "C", "H", "C", "H", "H", "H", "C", "C", "C", "C", "C", "C", "C", "C", "C", "H", "H", "H", "H", "H", "H", "H", "H", "H", "H", "H", "H", "H", "H", "H", "C", "C", "C", "C", "C", "C", "C", "C", "H", "H", "H", "H", "H", "H", "H", "H", "H"], "positions_angstrom": [[0.65564, -3.46151, -2.88858], [0.65488, -2.39313, -2.32470], [0.21572, -2.21200, -1.04268], [-0.30517, -3.21032, -0.22950], [-0.70867, -4.49901, -0.51590], [-1.14227, -5.00257, 0.71580], [-1.01671, -4.10782, 1.67438], [-0.49064, -3.02101, 1.10283], [-0.26432, -1.80892, 1.85159], [-1.52282, -0.94076, 1.89560], [-2.27337, -1.45597, 2.49617], [-1.93024, -0.80189, 0.89299], [-1.16148, 0.42424, 2.50574], [-0.09405, 0.36836, 3.49416], [-0.10838, -0.89586, 4.19724], [-1.09753, -0.99277, 4.65040], [0.17249, -2.11671, 3.28821], [-0.39226, -2.98032, 3.63742], [1.23087, -2.38069, 3.30454], [0.62620, -0.85362, 5.00397], [1.25113, 0.74611, 3.05918], [1.25148, 1.84799, 2.05239], [1.81739, 1.73267, 0.85207], [1.85938, 2.73180, -0.20519], [1.15516, 3.93545, -0.14369], [1.19939, 4.83305, -1.19260], [1.94801, 4.55341, -2.32483], [2.65837, 3.36676, -2.39895], [2.61201, 2.46666, -1.35170], [3.17097, 1.54271, -1.41660], [3.24622, 3.14087, -3.27680], [1.97731, 5.25626, -3.14389], [0.64458, 5.75787, -1.12990], [0.56443, 4.16806, 0.72908], [2.31870, 0.80133, 0.60671], [0.75944, 2.75765, 2.36318], [1.77162, 1.09279, 3.96301], [1.82429, -0.10464, 2.66036], [-2.04669, 0.84201, 3.00019], [-0.86865, 1.11201, 1.71004], [0.52715, -1.25420, 1.33267], [-1.53878, -5.97363, 0.93486], [-0.67933, -4.98541, -1.46654], [0.19431, -1.27023, -0.67840], [1.13060, -1.10709, -2.97764], [-0.04791, -0.39164, -3.66394], [-1.04295, 0.11342, -2.65854], [-2.17222, -0.62939, -2.33485], [-3.07125, -0.16603, -1.39009], [-2.84843, 1.04366, -0.75149], [-1.72193, 1.78655, -1.06229], [-0.82715, 1.32435, -2.01088], [0.04335, 1.91479, -2.25799], [-1.53995, 2.73229, -0.57355], [-3.55055, 1.40476, -0.01479], [-3.94844, -0.74972, -1.15200], [-2.34826, -1.57429, -2.82861], [-0.52715, -1.09034, -4.35155], [0.34682, 0.44742, -4.24091], [1.87218, -1.37285, -3.73177], [1.58744, -0.44094, -2.24342]], "forces_ev_per_angstrom": [[-0.1, -0.2, -0.2], [0.4, 0.4, 0.1], [0.1, 0.1, 0.5], [-0.2, -0.5, 0.0], [0.1, 0.2, -0.2], [0.1, 0.3, -0.1], [-0.3, -0.3, 0.7], [0.3, -0.1, -0.7], [-0.3, 0.3, 0.4], [0.3, 0.2, -0.1], [-0.1, -0.1, 0.0], [0.0, -0.1, 0.1], [-0.4, 0.0, 0.0], [0.2, 0.2, -0.1], [0.0, -0.1, 0.1], [0.0, -0.1, 0.1], [0.1, 0.2, 0.0], [0.1, 0.0, 0.0], [0.0, -0.1, 0.0], [-0.1, 0.0, 0.1], [0.0, -0.1, 0.2], [0.2, -0.2, -0.1], [-0.1, -0.2, 0.5], [0.1, 0.3, -0.4], [0.1, -0.1, 0.0], [-0.1, 0.1, 0.0], [0.0, 0.0, -0.1], [0.0, 0.1, -0.1], [-0.1, 0.0, 0.2], [0.0, -0.1, 0.0], [0.1, 0.0, -0.1], [0.0, 0.1, -0.1], [0.0, 0.1, 0.0], [-0.1, 0.0, 0.1], [0.0, -0.1, 0.0], [-0.1, 0.2, 0.0], [0.1, -0.1, -0.1], [0.0, 0.0, 0.0], [0.0, 0.0, -0.2], [-0.1, -0.1, 0.1], [0.0, -0.1, 0.1], [-0.1, -0.2, 0.1], [0.0, 0.0, -0.2], [0.0, -0.1, -0.2], [-0.1, -0.1, -0.3], [0.1, 0.0, 0.1], [-0.1, 0.1, -0.2], [0.0, 0.1, 0.0], [-0.1, 0.0, 0.0], [-0.1, 0.0, 0.0], [0.0, 0.0, 0.1], [0.0, -0.1, 0.0], [0.1, 0.1, 0.0], [0.0, 0.1, 0.1], [-0.1, 0.0, 0.1], [-0.1, -0.1, 0.0], [0.0, -0.1, -0.1], [0.0, 0.0, -0.1], [0.0, -0.1, 0.0], [0.0, -0.1, 0.1], [0.0, 0.0, 0.0]]}